Entry 1:
ORCA calculation (the ωB97M-V functional and the def2-TZVPD basis) on C58H56AsN4O2TeTl as an isolated structure in a non-equilibrium geometry.

highest occupied orbital energy: -1.34 eV
2S+1: 1
gap between HOMO and LUMO: 4.8 eV
net charge: -2
strongest force on any atom: 1.03 eV/Å

Each line ends with the Mulliken charge.
CARTESIAN COORDINATES (ANGSTROEM)
Tl1 -0.694 -0.368 1.502  1.6374
O1 -3.196 -0.910 1.291  -0.9131
C1 -3.631 -1.817 0.505  0.0619
C2 -4.601 -1.531 -0.506  -0.2807
C3 -5.104 -2.510 -1.324  -0.2046
C4 -4.708 -3.855 -1.184  -0.8078
C5 -3.775 -4.164 -0.222  -0.5575
C6 -3.210 -3.181 0.602  0.9107
C7 -2.178 -3.564 1.521  -0.6582
N1 -1.388 -2.774 2.145  0.3675
C8 -0.462 -3.341 3.093  -0.7218
C9 -0.474 -2.448 4.339  -1.3512
N2 0.667 -1.560 4.283  0.4889
C10 1.933 -1.990 4.795  -0.9941
C11 2.850 -1.124 4.368  -0.8823
C12 3.879 -0.170 4.940  0.8386
C13 3.958 1.713 3.123  -0.6519
C14 4.112 1.252 1.880  -1.2058
C15 3.392 0.106 1.350  -0.8878
C16 2.391 -0.509 2.021  -0.6988
O2 1.597 -1.431 1.551  -0.5837
H1 -4.906 -0.496 -0.615  0.4223
H2 -5.819 -2.242 -2.096  0.2707
H3 -5.127 -4.623 -1.822  0.4314
H4 -3.438 -5.192 -0.105  0.2927
H5 -2.079 -4.644 1.698  0.1750
H6 0.543 -3.312 2.665  0.2136
H7 -0.707 -4.377 3.350  0.7221
H8 -0.424 -3.043 5.250  0.3752
H9 -1.380 -1.851 4.342  0.5504
H10 1.983 -2.862 5.433  0.3944
H11 3.581 -0.076 5.983  0.5591
H12 4.453 2.621 3.446  0.5329
H13 4.759 1.791 1.194  0.3604
H14 3.531 -0.190 0.315  0.5335
C17 3.781 -4.854 -4.269  -1.7013
C18 2.606 -4.066 -3.746  0.8725
C19 2.160 -4.209 -2.441  -0.9322
C20 1.066 -3.502 -1.953  -0.7363
C21 0.691 -3.750 -0.510  -0.7345
C22 0.352 -2.611 -2.797  -1.1795
As1 -1.264 -1.862 -1.820  2.0958
N3 -0.343 -0.621 -0.845  0.0888
C23 0.401 0.429 -1.347  0.7108
C24 0.477 0.743 -2.723  0.4716
C25 1.242 1.797 -3.199  -1.1646
C26 1.965 2.608 -2.331  -1.1494
C27 1.893 2.332 -0.970  -0.5958
C28 1.133 1.279 -0.494  0.5059
C29 -2.428 -1.055 -3.247  0.7806
C30 -2.962 0.239 -3.182  0.2726
C31 -2.784 1.153 -1.993  -1.1921
C32 -3.767 0.704 -4.227  -0.3841
C33 -4.122 -0.098 -5.301  0.6667
C34 -4.952 0.441 -6.440  -1.6651
C35 -3.712 -1.424 -5.274  -0.9868
C36 -2.893 -1.911 -4.264  0.5090
C37 -2.570 -3.390 -4.275  -1.8229
C38 0.822 -2.445 -4.111  2.1389
C39 0.240 -1.500 -5.142  -1.9035
C40 1.932 -3.169 -4.554  -0.6063
H15 4.033 -5.673 -3.594  0.3592
H16 4.664 -4.218 -4.372  0.2994
H17 3.561 -5.274 -5.253  0.3691
H18 2.676 -4.900 -1.780  0.2683
H19 1.399 -4.440 -0.048  0.5207
H20 -0.314 -4.173 -0.434  0.2474
H21 0.705 -2.825 0.064  -0.3349
H22 -0.100 0.149 -3.414  0.0520
H23 1.263 1.992 -4.267  0.3825
H24 2.563 3.433 -2.700  0.3512
H25 2.437 2.942 -0.257  0.5665
H26 1.136 1.094 0.575  -0.9661
H27 -2.550 0.598 -1.091  -0.7199
H28 -3.714 1.695 -1.815  0.7345
H29 -1.988 1.886 -2.147  0.5079
H30 -4.137 1.726 -4.177  0.3669
H31 -5.206 1.488 -6.269  0.3527
H32 -5.883 -0.121 -6.557  0.3383
H33 -4.406 0.378 -7.385  0.3090
H34 -4.041 -2.101 -6.059  0.3899
H35 -2.511 -3.770 -5.298  0.4828
H36 -3.363 -3.936 -3.755  0.2068
H37 -1.635 -3.620 -3.772  0.1445
H38 -0.770 -1.185 -4.918  -0.0381
H39 0.239 -1.977 -6.124  0.5759
H40 0.864 -0.605 -5.212  0.3740
H41 2.273 -3.019 -5.576  0.3775
C41 0.185 7.706 1.491  -1.5198
C42 -0.422 6.326 1.502  0.7335
C43 -1.615 6.056 0.847  -1.0386
C44 -2.205 4.794 0.881  1.3648
C45 -3.482 4.577 0.099  -1.5118
C46 -1.595 3.761 1.604  -0.6389
Te1 -2.582 1.868 1.742  0.0079
C47 -0.359 4.009 2.232  0.8981
C48 0.394 2.933 2.955  -0.3763
C49 0.199 5.282 2.176  -1.0968
H42 -0.394 8.383 0.861  0.3431
H43 1.210 7.681 1.114  0.3317
H44 0.217 8.123 2.500  0.3245
H45 -2.101 6.847 0.282  0.2122
H46 -3.919 5.532 -0.197  0.4046
H47 -4.219 4.018 0.676  0.3689
H48 -3.272 3.998 -0.805  0.0912
H49 0.592 2.087 2.296  -0.2192
H50 -0.187 2.547 3.797  0.4263
H51 1.350 3.301 3.315  0.0205
H52 1.150 5.459 2.671  0.4144
N4 6.416 3.698 7.676  -0.7951
C50 5.804 2.988 6.987  -0.1020
C51 5.051 2.116 6.149  0.4871
C52 5.825 1.053 5.522  -0.5749
C53 5.354 -0.071 4.934  -1.3711
C54 3.120 1.016 4.149  1.8420
C55 2.685 1.992 5.196  -1.2944
C56 3.632 2.440 6.061  -0.9696
C57 2.145 -0.102 3.524  3.3190
C58 0.684 -0.410 3.647  -1.1335
H53 6.903 1.182 5.579  0.3142
H54 5.997 -0.773 4.416  0.3069
H55 1.644 2.264 5.314  0.4841
H56 3.314 3.187 6.784  0.3305

Entry 2:
ORCA calculation (the ωB97M-V functional and the def2-TZVPD basis) on C58H64AsN4OPTeV as an isolated structure in a non-equilibrium geometry.

highest occupied orbital energy (spin up / spin down): -0.67 / -0.85 eV
2S+1: 4
gap between HOMO and LUMO (spin up / spin down): 4.4 / 4.6 eV
net charge: -2
strongest force on any atom: 2.61 eV/Å

Each line ends with the Mulliken spin population.
CARTESIAN COORDINATES (ANGSTROEM)
V1 -0.249 -0.316 0.450  2.6386
C1 -2.601 -2.192 3.097  0.0104
C2 -1.840 -1.262 4.047  -0.0148
C3 -1.034 -0.165 3.353  0.0472
N1 0.028 -0.660 2.464  -0.0742
C4 1.115 -1.123 3.016  -0.0093
C5 1.412 -1.074 4.418  0.0197
C6 2.365 -1.748 5.165  -0.0033
C7 3.230 -2.777 4.815  0.0443
C8 3.402 -3.265 3.509  -0.0116
C9 2.952 -2.767 2.313  0.0243
C10 2.149 -1.586 2.031  -0.0146
N2 2.207 -0.902 0.935  0.0456
C11 3.200 -1.308 -0.051  0.0368
C12 2.622 -2.358 -1.010  -0.0171
C13 1.293 -1.878 -1.574  0.1114
N3 0.173 -1.905 -0.638  -0.0736
C14 -0.722 -2.856 -0.718  0.0693
C15 -0.411 -4.146 -1.248  0.0924
C16 -1.212 -5.246 -1.465  -0.0286
C17 -2.586 -5.403 -1.342  0.0974
C18 -3.486 -4.411 -0.932  -0.0133
C19 -3.274 -3.155 -0.435  0.0587
C20 -2.057 -2.426 -0.203  0.0036
N4 -2.029 -1.253 0.398  -0.2214
C21 -3.255 -0.738 1.010  0.1309
C22 -3.714 -1.539 2.254  -0.0184
H1 -3.060 -2.981 3.700  -0.0001
H2 -1.889 -2.672 2.426  0.0017
H3 -1.158 -1.865 4.652  0.0010
H4 -2.550 -0.771 4.725  0.0004
H5 -0.619 0.507 4.107  -0.0074
H6 -1.707 0.445 2.757  0.0089
H7 0.814 -0.377 4.992  0.0112
H8 2.378 -1.472 6.217  -0.0022
H9 3.796 -3.250 5.609  0.0055
H10 4.040 -4.141 3.422  -0.0005
H11 3.275 -3.311 1.438  0.0057
H12 4.109 -1.688 0.426  -0.0033
H13 3.477 -0.419 -0.628  -0.0027
H14 2.483 -3.303 -0.478  -0.0002
H15 3.320 -2.533 -1.835  -0.0019
H16 1.025 -2.421 -2.480  -0.0064
H17 1.422 -0.832 -1.849  -0.0372
H18 0.639 -4.297 -1.465  0.0224
H19 -0.679 -6.125 -1.819  -0.0024
H20 -3.004 -6.362 -1.626  0.0119
H21 -4.535 -4.684 -1.013  -0.0031
H22 -4.177 -2.588 -0.254  0.0236
H23 -4.066 -0.710 0.278  0.0122
H24 -3.067 0.297 1.283  -0.0693
H25 -4.366 -2.345 1.915  -0.0006
H26 -4.313 -0.876 2.890  0.0008
C23 1.466 3.792 -1.627  0.0002
C24 0.627 2.526 -1.941  -0.0049
C25 1.475 1.586 -2.788  0.0008
C26 -0.577 2.935 -2.805  -0.0050
O1 0.233 1.819 -0.749  -0.0257
H27 1.241 4.187 -0.636  0.0000
H28 1.258 4.578 -2.361  0.0005
H29 2.542 3.586 -1.654  -0.0002
H30 1.912 2.134 -3.631  -0.0007
H31 0.851 0.780 -3.185  -0.0068
H32 2.292 1.162 -2.193  -0.0024
H33 -1.310 2.130 -2.806  -0.0034
H34 -1.058 3.850 -2.449  0.0002
H35 -0.246 3.101 -3.838  -0.0003
C27 -1.311 3.169 2.636  -0.0157
C28 -1.189 4.636 3.118  0.0001
As1 0.454 5.383 3.893  0.0003
C29 -0.282 7.165 4.327  -0.0002
C30 0.628 8.105 4.812  0.0001
C31 0.252 9.426 5.029  0.0000
C32 -1.053 9.827 4.773  0.0000
C33 -1.972 8.901 4.310  -0.0001
C34 -1.586 7.575 4.091  0.0000
C35 1.437 6.052 2.320  0.0003
C36 2.746 5.626 2.127  0.0005
C37 3.505 6.117 1.066  0.0000
C38 2.964 7.055 0.201  0.0000
C39 1.668 7.514 0.406  0.0001
C40 0.913 7.019 1.463  -0.0002
P1 -0.449 2.370 1.030  0.1451
C41 -1.436 3.613 0.096  -0.0335
C42 -2.664 3.113 -0.362  0.0107
C43 -3.610 3.947 -0.939  0.0034
C44 -3.351 5.309 -1.081  0.0003
C45 -2.127 5.810 -0.658  -0.0004
C46 -1.185 4.967 -0.075  0.0008
C47 1.296 2.538 1.701  0.0082
C48 2.432 2.246 0.934  0.0171
C49 3.676 2.021 1.506  0.0139
C50 3.839 2.041 2.885  -0.0048
C51 2.730 2.301 3.673  0.0063
C52 1.489 2.541 3.087  0.0109
H36 -2.361 3.070 2.347  -0.0017
H37 -1.202 2.509 3.499  -0.0009
H38 -1.896 4.772 3.943  0.0001
H39 -1.509 5.314 2.322  -0.0007
H40 1.651 7.800 4.999  0.0001
H41 0.980 10.145 5.385  0.0000
H42 -1.349 10.858 4.928  0.0000
H43 -2.991 9.206 4.103  0.0000
H44 -2.317 6.868 3.721  -0.0001
H45 3.175 4.892 2.801  -0.0009
H46 4.514 5.753 0.917  0.0000
H47 3.550 7.433 -0.628  0.0000
H48 1.241 8.254 -0.261  0.0000
H49 -0.089 7.402 1.625  0.0000
H50 -2.859 2.047 -0.299  0.0096
H51 -4.547 3.529 -1.287  0.0002
H52 -4.085 5.965 -1.533  0.0000
H53 -1.897 6.863 -0.782  -0.0001
H54 -0.232 5.380 0.220  0.0000
H55 2.330 2.160 -0.132  -0.0335
H56 4.520 1.794 0.862  0.0012
H57 4.802 1.828 3.337  -0.0012
H58 2.812 2.305 4.754  0.0024
H59 0.657 2.680 3.754  0.0008
Te1 -2.253 -0.537 -2.897  0.0104
C53 -1.852 -0.202 -4.946  -0.0007
C54 -0.643 -0.632 -5.519  0.0005
C55 -0.373 -0.472 -6.878  0.0001
C56 -1.303 0.133 -7.719  0.0003
C57 -2.507 0.571 -7.175  0.0000
C58 -2.774 0.408 -5.816  -0.0002
H60 0.093 -1.112 -4.882  0.0006
H61 0.569 -0.828 -7.283  0.0000
H62 -1.093 0.264 -8.774  0.0000
H63 -3.250 1.038 -7.814  0.0000
H64 -3.719 0.751 -5.410  -0.0002

Summary of relative energy (zero: lowest compared OMol25 entry of this formula, charge and spin) in kcal/mol
81.4; 57.9
(order as listed above)